This record from the OMol25 dataset describes a cluster of 5 separate species, C19H49ClN5O11 in total. The level of theory is wB97M-V/def2-TZVPD.

Summary:
energy = -2314.63385 Ha
gap between HOMO and LUMO = 8.648 eV
highest occupied orbital energy = -0.2225 hartree
molecular weight = 559.1 g/mol
strongest force on any atom = 2.09 eV/A
net charge = -1
LUMO level = 2.59 eV
energy relative to the best compared isomer or geometry (same formula, charge and spin) = 0.0 kcal/mol

Bonds (Å) are listed after each position.
CARTESIAN COORDINATES (ANGSTROEM)
1 Cl 0.53 2.71 0.60  O2 1.443, O3 1.453, O4 1.432, O5 1.453
2 O -0.31 1.95 1.49  Cl1 1.443
3 O 0.02 2.74 -0.76  Cl1 1.453
4 O 0.68 4.05 1.09  Cl1 1.432
5 O 1.80 2.01 0.49  Cl1 1.453
6 C -6.29 -2.36 1.35  O7 1.420, H15 1.090, H16 1.096, H17 1.089
7 O -5.02 -1.85 1.71  C6 1.420, C8 1.424
8 C -4.00 -2.07 0.75  O7 1.424, C9 1.524, H18 1.099, H19 1.097
9 C -2.83 -1.12 0.91  C8 1.524, N10 1.431, H20 1.093, H21 1.099
10 N -2.95 0.06 0.11  C9 1.431, C11 1.457, H22 1.014
11 C -4.09 0.96 0.33  N10 1.457, C12 1.527, H23 1.097, H24 1.089
12 C -4.18 1.40 1.79  C11 1.527, O13 1.429, H25 1.098, H26 1.091
13 O -5.15 2.42 2.04  C12 1.429, C14 1.411
14 C -4.58 3.69 2.26  O13 1.411, H27 1.093, H28 1.091, H29 1.095
15 H -6.80 -2.54 2.30  C6 1.090
16 H -6.11 -3.35 0.91  C6 1.096
17 H -6.87 -1.69 0.72  C6 1.089
18 H -4.41 -1.96 -0.27  C8 1.099
19 H -3.74 -3.13 0.82  C8 1.097
20 H -1.99 -1.78 0.67  C9 1.093
21 H -2.69 -0.94 1.98  C9 1.099
22 H -2.17 0.70 0.11  N10 1.014
23 H -5.01 0.43 0.07  C11 1.097
24 H -4.03 1.83 -0.31  C11 1.089
25 H -3.19 1.77 2.09  C12 1.098
26 H -4.35 0.57 2.48  C12 1.091
27 H -3.56 3.77 1.87  C14 1.093
28 H -4.62 3.97 3.31  C14 1.091
29 H -5.15 4.42 1.68  C14 1.095
30 C 3.35 -6.85 4.14  O31 1.429, H39 1.099, H40 1.087, H41 1.094
31 O 2.92 -5.50 3.97  C30 1.429, C32 1.423
32 C 3.52 -4.96 2.79  O31 1.423, C33 1.532, H42 1.097, H43 1.095
33 C 3.12 -3.53 2.44  C32 1.532, N34 1.466, H44 1.091, H45 1.094
34 N 1.78 -3.51 1.85  C33 1.466, C35 1.460, H46 1.014
35 C 1.36 -2.16 1.47  N34 1.460, C36 1.511, H47 1.093, H48 1.091
36 C 1.25 -1.17 2.61  C35 1.511, O37 1.397, H49 1.103, H50 1.099
37 O 0.32 -1.59 3.56  C36 1.397, C38 1.423
38 C -0.32 -0.58 4.32  O37 1.423, H51 1.092, H52 1.085, H53 1.093
39 H 4.21 -6.85 4.82  C30 1.099
40 H 3.53 -7.35 3.19  C30 1.087
41 H 2.58 -7.35 4.75  C30 1.094
42 H 3.18 -5.54 1.93  C32 1.097
43 H 4.62 -4.98 2.83  C32 1.095
44 H 3.95 -3.27 1.77  C33 1.091
45 H 3.12 -2.88 3.32  C33 1.094
46 H 1.18 -3.90 2.56  N34 1.014
47 H 0.39 -2.11 0.97  C35 1.093
48 H 2.04 -1.79 0.71  C35 1.091
49 H 0.97 -0.20 2.15  C36 1.103
50 H 2.21 -0.89 3.07  C36 1.099
51 H 0.45 0.03 4.80  C38 1.092
52 H -0.95 -1.07 5.05  C38 1.085
53 H -0.92 0.01 3.63  C38 1.093
54 C 4.07 4.72 -0.31  O55 1.422, H63 1.093, H64 1.085, H65 1.096
55 O 4.73 4.28 -1.49  C54 1.422, C56 1.420
56 C 4.08 3.30 -2.29  O55 1.420, C57 1.551, H66 1.096, H67 1.090
57 C 2.84 3.77 -3.09  C56 1.551, N58 1.451, H68 1.089, H69 1.097
58 N 1.98 2.64 -3.37  C57 1.451, C59 1.442, H70 1.018
59 C 0.83 2.88 -4.21  N58 1.442, C60 1.540, H71 1.096, H72 1.100
60 C 0.24 1.66 -4.94  C59 1.540, O61 1.415, H73 1.102, H74 1.102
61 O -0.41 2.09 -6.12  C60 1.415, C62 1.378
62 C -1.24 1.17 -6.72  O61 1.378, H75 1.095, H76 1.101, H77 1.096
63 H 3.21 5.31 -0.62  C54 1.093
64 H 4.76 5.26 0.33  C54 1.085
65 H 3.69 3.85 0.24  C54 1.096
66 H 3.82 2.45 -1.65  C56 1.096
67 H 4.88 3.05 -2.98  C56 1.090
68 H 3.23 4.21 -4.00  C57 1.089
69 H 2.32 4.52 -2.48  C57 1.097
70 H 1.49 2.34 -2.53  N58 1.018
71 H 0.93 3.60 -5.03  C59 1.096
72 H -0.04 3.23 -3.64  C59 1.100
73 H -0.55 1.14 -4.37  C60 1.102
74 H 0.95 0.84 -5.14  C60 1.102
75 H -1.87 1.64 -7.48  C62 1.095
76 H -2.02 0.73 -6.08  C62 1.101
77 H -0.71 0.34 -7.20  C62 1.096
78 C 1.07 -1.22 -2.72  O79 1.227, N80 1.360, N81 1.371
79 O 0.14 -1.87 -3.18  C78 1.227
80 N 0.97 -0.43 -1.62  C78 1.360, H82 1.000, H83 1.005
81 N 2.36 -1.34 -3.17  C78 1.371, H84 1.004, H85 1.002
82 H 1.77 -0.19 -1.06  N80 1.000
83 H 0.04 -0.14 -1.38  N80 1.005
84 H 3.03 -0.63 -2.94  N81 1.004
85 H 2.53 -1.89 -3.99  N81 1.002

Atomic partial charges in e from the Löwdin method, atoms 1 to 4: 0.629 -0.380 -0.388 -0.343